[1]
The following is a quantum chemistry calculation of C12H9FO2Pt as an isolated structure, from the Open Molecules 2025 dataset.

```
25
C12H9FO2Pt ωB97M-V with the def2-TZVPD basis set
F -1.25534 -2.70833 -0.17786
H -1.09178 3.32853 1.58662
C 1.14779 -0.82940 -1.02240
C 1.28786 1.17466 0.41012
C 2.78128 1.03160 0.38947
C -2.29574 -1.82551 -0.22105
H 2.85531 -2.15996 -0.92874
H -1.24672 -0.94682 -1.79101
H 1.35706 2.99581 1.55769
C 2.51912 -1.18494 -0.60590
O 3.48050 1.97694 0.63696
Pt -3.06369 -3.25951 1.54900
H -2.55620 1.75918 0.38661
H -2.54468 -1.50445 0.83422
C -0.93983 0.46584 -0.26456
H 4.31838 -0.52728 0.29194
C -0.68044 2.47501 1.06954
C 0.49210 0.28898 -0.26170
O 0.56293 -1.41054 -1.90750
C -1.48672 1.60311 0.40015
C 0.70931 2.27510 1.07515
H -3.12191 -2.24349 -0.79238
C 3.28865 -0.31312 0.04128
H -2.72118 0.00205 -1.29645
C -1.79607 -0.46348 -0.95922
```

Calculated values
Orbital gap: 0.1396 Ha
LUMO: -12.9035 eV
Total charge: +2
HOMO: -0.614 Ha

These are the natural (NBO) partial charges, in e, on atoms 1 to 4: number 1, F, carries -0.2932; number 2, H, carries 0.2733; number 3, C, carries 0.5293; number 4, C, carries -0.0319

***

[2]
The following is a quantum chemistry calculation of C13H10BrClNOPdS3 as an isolated structure, from the Open Molecules 2025 dataset.

```
31
C13H10BrClNOPdS3 ωB97M-V with the def2-TZVPD basis set
C -1.59402 -1.13376 1.99960
H 2.24499 0.86946 -5.44160
O 2.79622 0.29225 -4.90482
Cl -0.51882 -2.30787 -0.23133
H -4.38449 0.60028 -0.13022
H -2.48836 -0.07435 3.64740
H -0.05796 -2.59878 2.43581
Br 3.62447 -1.51183 -0.15599
H 3.96462 -1.07469 -3.07709
C 1.19321 1.93616 2.71521
S 0.11054 1.88624 1.42613
H 0.14076 1.49846 -1.42997
N 1.67686 0.21041 -0.94957
C 2.38265 0.28936 -3.62924
C 1.28712 1.01739 -3.16732
H 0.69276 1.63972 -3.82171
C -1.72072 -1.31679 0.59563
H -2.73161 -0.89645 -1.22945
C 3.11792 -0.49572 -2.74346
C -2.68777 -0.70979 -0.16547
Pd 0.98177 -0.40342 1.03302
C -3.60725 0.13148 0.45718
C -3.52631 0.36490 1.83399
C -0.65019 -1.76818 2.79793
H -0.61482 -1.54625 3.85439
C 2.71192 -0.48678 -1.43091
C 0.97687 0.93862 -1.83033
S 1.26001 3.26421 3.78701
S 2.21211 0.60825 2.86336
C -2.54872 -0.23920 2.57897
H -4.24375 1.01666 2.31286
```

Calculated values
Orbital gap (spin up / spin down): 0.2675 / 0.2204 Ha
2S+1: 5
LUMO (spin up / spin down): -3.4456 / -6.1029 eV
Total charge: +1
HOMO (spin up / spin down): -0.394 / -0.445 Ha
Expectation value of S²: 6.05
Relative energy (zero: lowest compared OMol25 entry of this formula, charge and spin): 4.07 kcal per mole

These are the natural (NBO) partial charges, in e, on atoms 1 to 4: number 1, C, carries -0.1863; number 2, H, carries 0.4970; number 3, O, carries -0.6175; number 4, Cl, carries 0.0293

***

Q: total charge of number 2 (C13H10BrClNOPdS3)?
A: +1

***

Q: Which of these has the highest total charge?
A: C12H9FO2Pt

***

Q: Which formula does entry 2 have?
A: C13H10BrClNOPdS3

***

Q: Which of these has the lowest total charge?
A: C13H10BrClNOPdS3